Entry 1:
# C33H87N11O13

A cluster of 8 separate species, C33H87N11O13 in total (the ωB97M-V functional and the def2-TZVPD basis, OMol25).

ORCA input file:
```
! RIJCOSX wB97M-V def2-TZVPD def2/J DEFGRID3
* xyz 0 1
C -17.02625 -3.60279 -4.08549
C -19.19958 6.03586 -4.56555
N -15.37030 8.19485 -3.94242
H -11.73850 0.20888 -3.51460
H -18.34821 7.85354 -12.60595
H -13.53752 -3.47637 -6.11158
H -19.63608 1.50464 -7.05131
H -18.11966 5.72360 -8.76305
H -17.93171 -0.15353 -9.00802
O -15.66031 -3.31434 -4.13426
N -21.90874 0.26325 -5.00431
H -17.41022 -2.59096 -4.21535
H -15.51667 10.13593 -5.15381
C -19.59053 10.25191 -6.13714
H -15.22269 6.49087 -6.04033
H -20.18513 1.52158 1.40086
H -16.84788 7.08623 -10.92528
O -21.61659 1.46061 -0.09261
H -23.84041 2.43559 -8.49381
O -22.30523 1.51943 -7.44868
H -10.57688 0.71353 -4.42236
H -13.70133 -2.50157 -2.98633
C -16.29703 0.89252 -1.18431
C -19.88070 -2.45498 -6.40910
H -21.07285 3.23862 -7.52766
H -19.45413 6.98536 -5.03648
H -19.07204 2.35309 -8.48347
H -13.50878 1.07415 -0.78919
H -14.62885 -5.07662 -4.35698
H -20.88335 9.06892 -5.20237
H -20.35447 6.43649 -1.49924
H -13.16739 0.30487 -2.15158
C -14.81851 -4.31552 -3.60011
H -14.03829 -0.66482 -0.84452
C -17.52177 1.01793 -2.13583
H -17.37242 3.92360 -6.92465
N -12.44286 -3.61275 -4.20826
C -20.17096 6.82595 -2.50062
N -16.34964 10.01556 -4.59544
H -15.38709 7.72287 -14.17074
H -19.38650 0.64236 -2.29836
C -18.73080 -0.41418 -8.31404
O -20.04980 -2.50819 -7.82911
C -15.94219 0.28274 -6.09373
H -14.95388 0.72444 -6.22115
N -18.78477 0.61615 -1.48760
H -19.02432 -2.25663 -9.57266
O -16.72062 6.58817 -13.13456
H -17.40193 0.39229 -3.02032
H -14.83317 4.81672 -5.98803
H -16.36488 -0.05105 -0.64287
H -15.92778 -0.42166 -6.92543
H -14.54518 8.68122 -4.26291
H -15.35887 7.28615 -3.50171
H -19.18970 3.05725 -4.77095
C -13.94518 0.27512 -1.38852
O -18.51301 10.73303 -6.21269
H -15.20062 -4.91414 -2.77322
H -19.46412 5.36231 -6.66476
H -21.40874 2.58212 -9.07602
H -18.33620 -0.06482 -7.35993
C -17.24572 5.90541 -9.38857
H -23.08679 2.88507 0.06284
N -19.90121 0.27805 -8.62766
H -16.92949 7.96368 -14.80296
H -16.68922 7.08420 -7.74619
C -11.55561 0.26318 -4.58777
O -15.16507 0.71548 -2.06654
H -18.12592 6.06586 -4.37995
H -11.64567 -3.09129 -3.87261
H -18.15480 5.01075 -11.58178
H -16.05175 1.73601 -0.53899
H -16.69415 2.31965 -4.35150
O -11.52224 -0.98643 -5.23443
H -16.06039 -0.25808 -5.15477
H -18.75502 6.50107 -13.60374
H -19.91466 -1.47664 -5.92972
O -17.54383 8.49316 -3.57937
C -18.09113 6.81166 -12.79697
H -20.15379 0.08905 0.67272
H -19.37074 2.60874 -0.94244
H -17.37207 -3.98325 -3.12436
O -15.43976 5.37505 -7.82340
N -22.20762 0.90126 -2.95892
O -19.92279 5.74994 -3.32737
H -23.76350 3.00482 -6.88669
H -15.39815 7.10648 -8.90813
C -16.29522 7.16933 -14.40949
N -20.00879 9.56926 -5.13244
C -12.69885 -3.06524 -5.54968
C -21.41554 0.81681 -3.96340
C -22.01495 2.79609 0.23988
C -17.44105 3.61573 -5.88128
N -18.83898 3.66481 -5.49757
H -18.42951 1.78128 0.26890
C -16.17450 6.46936 -8.48452
H -13.71895 5.84578 -6.75646
H -22.88051 -0.00375 -5.07127
N -20.48911 10.42257 -7.06356
H -16.71800 5.10407 -9.90575
O -16.87561 1.38507 -6.30919
H -21.27976 0.18241 -5.79042
C -13.53330 -3.55965 -3.18721
C -16.61914 2.45126 -5.43092
H -20.60046 4.72278 -5.48962
H -20.56528 -0.40259 -8.28732
H -20.27359 10.66071 -8.02113
C -23.55391 2.12161 -7.49009
H -17.23738 4.56662 -5.38894
H -23.16394 0.59538 -3.06840
H -22.02094 1.60584 -2.25975
H -18.07374 -2.48234 -8.20035
H -16.19332 6.49217 -15.25753
H -21.04221 7.34057 -2.90581
C -18.96226 -1.94403 -8.53029
H -11.77742 -3.14461 -6.12653
H -19.30832 9.34372 -4.44064
H -21.39874 3.48590 -0.33679
H -17.16507 10.57272 -4.80694
H -24.27223 1.37273 -7.15650
C -12.80327 -1.50966 -5.49819
C -19.55109 4.96890 -5.65196
H -21.90113 3.03328 1.29766
C -20.33450 1.12763 0.39558
H -21.33204 9.87280 -6.97804
H -17.67204 2.04631 -2.46439
C -19.19331 1.63118 -0.49411
H -20.81406 -2.84288 -6.00108
C -21.24778 2.29144 -8.03790
H -15.59054 2.80664 -5.49246
C -19.83136 1.66517 -8.11158
C -18.38585 6.07103 -11.47921
C -14.79134 5.68930 -6.63993
H -13.20190 -3.94287 -2.22211
H -13.64868 -1.09651 -4.94803
H -19.44579 6.09524 -11.22614
H -19.26677 7.41882 -2.36253
H -12.03943 1.06528 -5.14513
O -20.33236 1.38572 -3.93061
C -16.48603 8.85586 -4.04747
H -19.09405 -3.09050 -6.00244
H -12.83810 -1.13854 -6.52246
H -17.24349 -4.24515 -4.93887
N -17.68866 6.80836 -10.43950
*
```

Values from the calculation:
SMILES string: COCCNCCOC.COCCNCCOC.COCCNCCOC.COCCNCCOC.COCCNCCOC.NC(N)=O.NC(N)=O.NC(N)=O
Max |F| in eV/A: 5.21
Calculated total energy in eV: -78630.85184
Energy above the lowest of the compared OMol25 structures with the same formula, charge and spin in kcal per mole: 135.6
LUMO energy in eV: 0.48

These are the Mulliken partial charges, in e, on atoms 1 to 5: atom 1 (C): -0.557, atom 2 (C): 0.813, atom 3 (N): -0.395, atom 4 (H): 0.043, atom 5 (H): 0.350

Entry 2:
# C2H6OS2

A cluster of 2 separate species, C2H6OS2 in total (the ωB97M-V functional and the def2-TZVPD basis, OMol25).

ORCA input file:
```
! RIJCOSX wB97M-V def2-TZVPD def2/J DEFGRID3
* xyz 0 1
C -0.32487 0.89868 -1.30771
S 1.71593 -1.50131 1.80792
S 0.15219 -2.75772 1.48544
H -1.84590 1.57059 0.19540
C -0.79906 1.20407 0.02684
H -0.99712 0.27248 -1.83126
H 1.31717 -0.20085 1.65615
H 0.13882 -2.82765 0.12765
H 0.64355 0.48933 -1.27134
H 0.05846 1.76526 -1.85448
O -0.05916 1.08713 0.96540
*
```

Values from the calculation:
SMILES string: CC=O.SS
Max |F| in eV/A: 2.04
Calculated total energy in eV: -25888.22444
Energy above the lowest of the compared OMol25 structures with the same formula, charge and spin in kcal per mole: 10.9
LUMO energy in eV: 0.54

These are the natural (NBO) partial charges, in e, on atoms 1 to 5: atom 1 (C): -0.745, atom 2 (S): -0.177, atom 3 (S): -0.123, atom 4 (H): 0.119, atom 5 (C): 0.448

Entry 3:
# C19H32O2

An isolated molecule of C19H32O2 (the ωB97M-V functional and the def2-TZVPD basis, OMol25).

ORCA input file:
```
! RIJCOSX wB97M-V def2-TZVPD def2/J DEFGRID3
* xyz 0 1
C 2.01518 1.21796 0.32867
H 6.88070 1.35067 -2.97577
O -5.78378 1.95202 1.36373
H -4.32586 0.75256 -1.26061
H 7.17517 -0.09453 -2.00792
H 2.44820 0.59146 2.32626
C -5.05192 -0.82462 0.03536
O -6.35336 1.97017 -0.80384
H 5.15269 0.73398 2.20139
C -4.09355 -1.89356 -0.48994
C 1.80572 -2.01869 0.32947
H -6.01459 -0.93876 -0.46816
H 4.64826 3.25476 0.84696
H 6.35022 -0.15949 0.34816
C -7.42866 2.85344 -0.51923
C 4.09357 2.36543 1.15801
H 3.47741 -1.27348 1.31210
H 2.94465 2.76953 -0.68255
H -2.21751 -0.95886 -0.02210
C -1.87604 -3.07209 -0.22818
H -7.11003 3.62061 0.18953
H -2.37811 -3.99825 0.06189
H -0.54842 -2.94311 1.46569
C 0.40272 -1.93290 -0.18341
C 1.89452 0.23558 1.45746
H 4.82592 0.69697 -1.73097
C -2.73672 -1.88876 0.20979
H -7.72073 3.30031 -1.46618
H 1.26196 1.12301 -0.44271
H 7.77291 1.47298 -1.45839
H -8.26471 2.29932 -0.08753
H 2.31817 -2.94111 0.08391
H -4.56130 -2.87178 -0.35021
H -5.21313 -0.96689 1.10553
H 5.41159 2.27315 -1.20550
H -2.88538 -1.93157 1.29145
C 5.70418 0.69577 0.19802
C -4.54052 0.60277 -0.20247
C 5.03522 1.19126 1.22789
H -3.94548 -1.74933 -1.56261
C 6.94907 0.96833 -1.95974
C -5.60241 1.58014 0.23502
C 2.96300 2.13215 0.19119
H -0.02944 -0.96493 0.06188
H 0.01045 -4.01393 0.18247
C -0.47369 -3.05499 0.38172
H 3.69006 2.56018 2.15462
H -1.79103 -3.07234 -1.31822
H -3.64524 0.78199 0.39181
C 5.64313 1.20625 -1.20837
H 0.84262 0.13503 1.73477
H 0.42692 -2.02481 -1.27374
C 2.44744 -1.09900 1.03355
*
```

Values from the calculation:
SMILES string: CC/C=C\C/C=C\C/C=C\CCCCCCCC(=O)OC
Max |F| in eV/A: 0.45
Calculated total energy in eV: -24316.02593
Energy above the lowest of the compared OMol25 structures with the same formula, charge and spin in kcal per mole: 6.5
LUMO energy in eV: 0.83

These are the natural (NBO) partial charges, in e, on atoms 1 to 5: atom 1 (C): -0.170, atom 2 (H): 0.208, atom 3 (O): -0.601, atom 4 (H): 0.222, atom 5 (H): 0.201

Entry 4:
# C16H22N2O12S3

A structure of composition C16H22N2O12S3 (the ωB97M-V functional and the def2-TZVPD basis, OMol25).

ORCA input file:
```
! RIJCOSX wB97M-V def2-TZVPD def2/J DEFGRID3
* xyz 1 2
C -2.16016 0.39491 -0.59407
C -4.33974 -1.99705 2.28158
O -7.04492 -0.35875 0.52374
O -1.46432 1.51900 -0.93034
C 7.40689 2.43927 -1.18258
H -3.49029 -6.34157 -3.44687
C 3.08210 5.83991 2.55752
H -2.88883 0.29314 -1.39830
O -4.44501 -4.83832 -1.13440
S -3.16451 -3.92570 -1.28433
C 4.77828 1.65551 -1.57726
H 2.60847 6.30922 3.40712
O -3.41717 -2.59036 -1.78082
O 0.23457 -0.13288 -0.45301
S -6.30971 -1.58222 0.69509
O -4.79444 -1.17508 1.20202
O 1.15965 2.20424 -1.19779
C 4.32875 6.38573 2.03244
C -5.54961 -2.85324 2.53174
H -4.91304 -6.85985 -1.50345
H -1.09264 -1.10079 -1.67710
H -2.65957 0.45667 0.37282
O -2.55744 -4.91039 -2.41318
C 6.89127 1.46815 -0.36781
C 3.34140 4.05865 0.95669
H -2.40825 -6.97684 -2.18089
N 5.31901 2.66017 -2.31999
O -2.32940 -4.01977 -0.09467
C -1.04379 -0.66101 -0.68096
H -5.37542 -3.81840 2.05611
C -4.12424 -6.14580 -1.26675
H 2.93435 3.13727 0.56711
C 5.55588 1.07776 -0.54378
C 2.68804 4.58135 2.08746
H -5.70317 -2.99201 3.60191
H 4.75920 7.25990 2.49820
C 4.44604 4.68343 0.42270
S 0.18274 1.52541 -0.33428
H -3.84419 -6.58592 -0.30970
H 1.73426 4.22040 2.44301
O -6.18332 -2.62939 -0.34962
H -3.50402 -2.53905 1.83896
H 8.44295 2.69614 -1.01824
H -1.17170 -1.56513 -0.08572
H 5.04399 0.36586 0.08675
H 7.51869 0.89731 0.30069
H 4.96633 4.34694 -0.46188
O 0.15463 1.92273 1.03336
C -3.10777 -6.18168 -2.43880
C 6.60433 3.06350 -2.12000
H 3.82016 1.20897 -1.79863
H 6.93632 3.80981 -2.82654
N 5.00348 5.77433 1.05052
O -6.66618 -2.19223 2.13371
H -4.18898 -1.28198 3.09032
*
```

Values from the calculation:
Max |F| in eV/A: 5.47
Calculated total energy in eV: -76990.11467
LUMO energy (spin up / spin down) in eV: -4.27 / -8.48

These are the natural (NBO) partial charges, in e, on atoms 1 to 5: atom 1 (C): -0.093, atom 2 (C): -0.104, atom 3 (O): -0.853, atom 4 (O): -0.649, atom 5 (C): -0.252